C8H12 | the ωB97M-V functional and the def2-TZVPD basis

## Properties
- Largest force on an atom: 0.080 hartree/bohr
- LUMO: 0.81 eV
- Gap between HOMO and LUMO: 9.2 eV
- Structure (SMILES): C[C@H]1CC=C2C[C@]21C
- Energy relative to the best compared isomer or geometry (same formula, charge and spin): 71.6 kcal per mole

Positions of all 20 atoms, in Å:
C: 0.730 -0.265 1.791
C: -0.398 0.224 0.847
C: -0.214 1.758 0.375
C: 0.730 1.504 -0.911
C: 0.468 0.302 -1.393
C: 1.039 -1.028 -1.164
C: -0.271 -0.609 -0.457
C: -1.516 -1.143 -0.979
H: 1.685 -0.348 1.219
H: 0.634 -1.210 2.211
H: 0.663 0.407 2.702
H: -1.395 0.218 1.361
H: 0.099 2.442 1.179
H: -1.247 2.024 -0.005
H: 1.528 2.165 -1.200
H: 1.050 -1.893 -1.716
H: 2.059 -0.795 -0.673
H: -1.899 -1.818 -0.239
H: -1.601 -1.684 -1.888
H: -2.143 -0.251 -1.058

C35H44N6OS3SeTi | the ωB97M-V functional and the def2-TZVPD basis

## Properties
- Largest force on an atom: 0.066 hartree/bohr
- LUMO (spin up / spin down): 0.06 / 0.06 eV
- Gap between HOMO and LUMO (spin up / spin down): 5.8 / 5.8 eV
- Energy relative to the best compared isomer or geometry (same formula, charge and spin): 9.5 kcal per mole

Positions of all 91 atoms, in Å:
Ti: -0.757 0.670 -0.284
C: 1.038 -4.417 -0.067
N: 0.974 -2.988 -0.557
C: 2.147 -2.187 -0.098
C: 0.376 -2.619 -1.757
C: -0.501 -3.490 -2.436
C: -0.748 -3.351 -3.818
C: -0.088 -2.337 -4.558
C: 0.635 -1.388 -3.831
C: 0.597 -1.293 -2.420
N: 0.635 -0.034 -1.786
C: 1.028 1.129 -2.483
C: 0.307 1.482 -3.675
C: 0.585 2.705 -4.299
C: 1.417 3.627 -3.656
C: 2.130 3.327 -2.539
C: 2.060 1.959 -2.041
N: 3.246 1.496 -1.465
C: 4.029 2.357 -0.569
C: 3.964 0.257 -1.862
H: 1.812 -4.941 -0.687
H: 1.306 -4.418 1.042
H: 0.102 -4.938 -0.112
H: 3.081 -2.593 -0.440
H: 2.095 -1.152 -0.555
H: 2.053 -2.057 1.014
H: -0.917 -4.315 -1.864
H: -1.502 -3.988 -4.298
H: -0.200 -2.319 -5.667
H: 1.102 -0.528 -4.295
H: -0.390 0.801 -4.178
H: 0.091 2.849 -5.254
H: 1.558 4.632 -4.058
H: 2.700 4.160 -2.089
H: 4.469 3.327 -0.980
H: 3.279 2.719 0.164
H: 4.763 1.728 -0.067
H: 4.848 0.531 -2.367
H: 4.181 -0.294 -0.934
H: 3.405 -0.462 -2.533
C: -3.590 0.512 1.151
C: -3.040 -0.880 0.907
N: -2.215 -1.032 -0.322
C: -3.037 -1.078 -1.566
C: -3.513 0.310 -1.966
N: -2.458 1.304 -1.793
C: -2.926 2.620 -1.396
C: -3.156 2.718 0.065
N: -2.599 1.534 0.751
H: -3.900 0.534 2.191
H: -4.469 0.674 0.533
H: -3.884 -1.572 0.898
H: -2.384 -1.155 1.753
H: -1.746 -1.921 -0.183
H: -3.971 -1.688 -1.422
H: -2.494 -1.594 -2.371
H: -4.476 0.537 -1.522
H: -3.757 0.256 -3.057
H: -2.020 1.426 -2.714
H: -3.854 2.800 -1.975
H: -2.128 3.288 -1.723
H: -4.276 2.783 0.210
H: -2.740 3.642 0.413
H: -2.188 1.874 1.623
Se: 0.260 2.802 -0.083
O: -0.188 0.069 1.326
C: 0.232 0.095 2.683
C: 0.352 -1.365 3.147
C: -0.085 -2.557 2.581
C: 0.239 -3.673 3.396
C: 0.885 -3.296 4.523
S: 1.240 -1.590 4.631
C: 1.547 0.843 2.911
C: 2.617 1.103 2.050
C: 3.890 1.366 2.672
C: 3.693 1.549 3.987
S: 2.012 1.259 4.505
C: -0.772 0.796 3.570
C: -1.583 0.236 4.538
C: -2.418 1.167 5.249
C: -2.186 2.457 4.801
S: -1.050 2.503 3.488
H: -0.547 -2.621 1.606
H: -0.009 -4.699 3.155
H: 1.347 -3.916 5.295
H: 2.503 1.043 0.966
H: 4.838 1.501 2.159
H: 4.468 1.801 4.762
H: -1.507 -0.787 4.899
H: -3.205 0.989 6.031
H: -2.663 3.384 5.027

C19H21NO3 | the ωB97M-V functional and the def2-TZVPD basis

## Properties
- Largest force on an atom: 0.014 hartree/bohr
- LUMO: 0.74 eV
- Gap between HOMO and LUMO: 9.9 eV
- Structure (SMILES): C[C@@H](NC(=O)COC(=O)CCc1ccccc1)c1ccccc1
- Energy relative to the best compared isomer or geometry (same formula, charge and spin): 3.7 kcal per mole

Positions of all 44 atoms, in Å:
C: -0.531 -3.371 3.556
C: -0.794 -1.878 3.363
N: 0.394 -1.240 2.830
C: 0.815 -0.030 3.229
O: 0.364 0.589 4.166
C: 1.977 0.511 2.372
O: 1.523 0.943 1.089
C: 1.379 0.042 0.122
O: 1.576 -1.142 0.264
C: 0.985 0.696 -1.176
C: 2.244 1.254 -1.868
C: 1.872 1.899 -3.173
C: 1.852 1.157 -4.347
C: 1.482 1.744 -5.544
C: 1.123 3.081 -5.581
C: 1.136 3.827 -4.414
C: 1.507 3.238 -3.218
C: -1.978 -1.655 2.446
C: -3.196 -1.235 2.964
C: -4.283 -1.036 2.132
C: -4.163 -1.247 0.769
C: -2.951 -1.663 0.245
C: -1.865 -1.869 1.077
H: 0.310 -3.522 4.228
H: -0.308 -3.840 2.600
H: -1.410 -3.849 3.979
H: -0.990 -1.403 4.330
H: 0.812 -1.655 2.005
H: 2.389 1.400 2.853
H: 2.747 -0.259 2.253
H: 0.289 1.510 -0.973
H: 0.511 -0.046 -1.818
H: 2.714 1.986 -1.208
H: 2.946 0.436 -2.040
H: 2.134 0.114 -4.323
H: 1.475 1.157 -6.451
H: 0.836 3.540 -6.515
H: 0.858 4.870 -4.437
H: 1.517 3.824 -2.310
H: -3.289 -1.060 4.026
H: -5.225 -0.709 2.548
H: -5.009 -1.087 0.118
H: -2.850 -1.828 -0.818
H: -0.927 -2.193 0.652

C3H6N2O | the ωB97M-V functional and the def2-TZVPD basis

## Properties
- Largest force on an atom: 0.068 hartree/bohr
- LUMO: 0.28 eV
- Gap between HOMO and LUMO: 9.7 eV
- Structure (SMILES): [H]/N=C(\C)NC=O
- Energy relative to the best compared isomer or geometry (same formula, charge and spin): 101.9 kcal per mole

Positions of all 12 atoms, in Å:
H: -1.440 1.730 -1.250
N: -0.903 0.990 -1.707
C: -0.335 0.181 -0.920
C: -0.696 0.290 0.887
N: 0.494 -0.883 -1.087
C: 1.355 -0.760 0.499
O: 2.486 -0.458 0.430
H: -1.612 0.811 0.695
H: -0.182 0.863 1.706
H: -0.963 -0.683 1.342
H: 0.908 -0.955 -2.055
H: 0.886 -1.127 1.459

C9H13NOS | the ωB97M-V functional and the def2-TZVPD basis

## Properties
- Largest force on an atom: 0.088 hartree/bohr
- LUMO: 0.77 eV
- Gap between HOMO and LUMO: 9.0 eV
- Energy relative to the best compared isomer or geometry (same formula, charge and spin): 115.3 kcal per mole

Positions of all 25 atoms, in Å:
C: 3.520 0.673 0.855
C: 3.921 -0.670 0.620
C: 2.310 0.856 0.202
C: 3.069 -1.191 -0.321
C: -3.948 -0.255 -0.920
C: -3.820 0.896 0.085
C: -2.896 -0.286 0.104
C: -0.757 0.087 1.542
C: 0.985 -0.366 -1.487
N: 2.086 -0.234 -0.528
O: -0.215 0.240 -1.045
S: -1.351 -0.708 -0.026
H: 3.813 1.441 1.619
H: 4.880 -1.055 0.945
H: 1.796 1.731 -0.110
H: 3.114 -2.212 -0.697
H: -4.906 -0.900 -0.825
H: -3.655 -0.202 -1.927
H: -3.435 1.811 -0.183
H: -4.554 0.806 0.814
H: 0.185 -0.344 1.810
H: -1.500 -0.208 2.126
H: -0.600 1.232 1.565
H: 1.210 0.312 -2.396
H: 0.747 -1.454 -1.825

C7H38NO11 | the ωB97M-V functional and the def2-TZVPD basis

## Properties
- Largest force on an atom: 0.078 hartree/bohr
- LUMO: -2.60 eV
- Gap between HOMO and LUMO: 9.1 eV
- Energy relative to the best compared isomer or geometry (same formula, charge and spin): 80.6 kcal per mole
- Total charge: +1

Positions of all 57 atoms, in Å:
C: -0.760 2.911 0.096
C: -1.170 1.439 -0.082
C: -0.327 0.757 -1.242
C: -1.034 -0.522 -1.813
C: 1.067 -1.627 -2.465
C: -0.193 -1.693 -2.003
C: -0.904 -3.046 -1.868
N: -0.871 0.736 1.189
H: -0.806 3.623 -0.665
H: 0.193 2.953 0.623
H: -1.477 3.328 0.807
H: -2.231 1.455 -0.454
H: -0.138 1.484 -1.971
H: 0.667 0.441 -0.704
H: -1.996 -0.707 -1.300
H: -1.542 -0.176 -2.758
H: 1.566 -2.529 -2.798
H: 1.573 -0.695 -2.609
H: -1.378 -3.058 -0.842
H: -1.720 -3.070 -2.600
H: -0.295 -3.927 -1.817
H: -0.995 -0.305 1.158
H: 0.169 0.669 1.227
H: -1.141 1.229 2.049
H: 1.807 2.520 -1.654
H: 2.892 1.629 -2.190
O: 2.005 1.953 -2.407
H: 4.607 -1.387 1.285
H: 3.949 -2.458 2.344
O: 3.838 -1.919 1.547
H: -1.186 -2.845 2.210
H: -0.528 -2.552 0.739
O: -0.685 -2.266 1.636
H: -3.343 3.449 1.993
H: -4.081 2.071 1.883
O: -3.219 2.516 1.767
H: -1.914 2.512 3.990
H: -0.590 1.682 4.116
O: -1.116 2.230 3.527
H: 0.611 -1.698 2.719
H: 1.644 -0.611 3.329
O: 0.719 -0.860 3.243
H: 2.077 1.244 1.996
H: 2.752 2.211 1.033
O: 1.966 1.674 1.139
H: 1.851 -1.685 -0.051
H: 2.222 -1.000 1.315
O: 1.503 -1.259 0.735
H: 1.891 -3.373 2.138
H: 1.388 -3.890 3.468
O: 2.047 -3.283 3.094
H: -2.998 1.086 -4.164
H: -2.585 2.053 -2.952
O: -3.050 1.267 -3.223
H: 0.286 0.585 -4.052
H: -0.558 -0.055 -5.086
O: -0.460 0.788 -4.626

C22H20Cl2NO | the ωB97M-V functional and the def2-TZVPD basis

## Properties
- Largest force on an atom: 0.026 hartree/bohr
- LUMO: -4.77 eV
- Gap between HOMO and LUMO: 6.3 eV
- Energy relative to the best compared isomer or geometry (same formula, charge and spin): 12.2 kcal per mole
- Total charge: +1

Positions of all 46 atoms, in Å:
Cl: 2.766 -4.283 -4.724
C: 2.164 -4.034 -3.152
C: 3.003 -4.213 -2.037
C: 2.537 -3.913 -0.754
C: 1.226 -3.421 -0.575
C: 0.760 -2.821 0.729
C: -0.630 -2.474 0.822
C: -1.323 -2.119 1.940
C: -2.655 -1.550 1.931
C: -3.188 -1.102 3.156
C: -4.428 -0.487 3.234
C: -5.195 -0.321 2.073
Cl: -6.715 0.480 2.149
C: -4.703 -0.776 0.843
C: -3.449 -1.390 0.766
C: 0.342 -3.505 -1.681
C: 0.818 -3.703 -2.968
H: 4.019 -4.567 -2.191
H: 3.190 -4.085 0.106
H: 1.483 -2.170 1.253
H: -1.214 -2.572 -0.088
H: -0.862 -2.247 2.926
H: -2.602 -1.247 4.063
H: -4.810 -0.115 4.175
H: -5.307 -0.628 -0.046
H: -3.094 -1.755 -0.195
H: -0.733 -3.393 -1.593
H: 0.164 -3.612 -3.822
C: 0.976 -3.762 9.012
O: 1.778 -3.170 7.955
C: 1.541 -3.442 6.637
C: 2.328 -2.708 5.717
C: 2.183 -2.929 4.350
C: 1.234 -3.827 3.843
N: 1.106 -3.992 2.417
C: 0.393 -4.481 4.762
C: 0.538 -4.323 6.146
H: 1.270 -3.247 9.919
H: -0.083 -3.598 8.829
H: 1.201 -4.821 9.124
H: 3.050 -1.987 6.120
H: 2.820 -2.365 3.664
H: 0.292 -4.571 2.184
H: 1.971 -4.355 2.035
H: -0.398 -5.137 4.415
H: -0.120 -4.822 6.870

C5H6O2 | the ωB97M-V functional and the def2-TZVPD basis

## Properties
- Largest force on an atom: 0.059 hartree/bohr
- LUMO: 0.84 eV
- Gap between HOMO and LUMO: 9.7 eV
- Energy relative to the best compared isomer or geometry (same formula, charge and spin): 102.7 kcal per mole

Positions of all 13 atoms, in Å:
C: -0.650 0.270 -1.942
C: 1.053 0.051 2.027
C: -0.683 0.053 -0.647
C: 0.207 -0.841 0.141
C: 1.554 -0.487 -0.142
O: -0.008 -0.621 1.496
O: 2.047 -0.044 0.924
H: -0.248 -0.394 -2.685
H: -1.175 1.200 -2.123
H: 0.925 1.119 2.275
H: 1.587 -0.496 2.926
H: -1.433 0.639 -0.137
H: 0.007 -1.882 -0.055

C3H6N4 | the ωB97M-V functional and the def2-TZVPD basis

## Properties
- Largest force on an atom: 0.111 hartree/bohr
- LUMO: 0.57 eV
- Gap between HOMO and LUMO: 9.6 eV
- Energy relative to the best compared isomer or geometry (same formula, charge and spin): 90.1 kcal per mole

Positions of all 13 atoms, in Å:
C: -1.573 -1.294 0.020
C: -0.251 -0.754 0.025
C: 1.711 -0.159 0.017
H: -1.304 -2.307 -0.082
H: -1.969 -1.020 1.069
H: -2.262 -0.944 -0.757
H: 2.762 -0.242 0.322
H: -1.322 1.875 0.898
H: -0.498 2.162 -0.868
N: 1.026 -1.204 -0.225
N: 1.059 1.042 0.035
N: -0.142 0.539 0.272
N: -1.189 1.583 -0.220

C4H6N5 | the ωB97M-V functional and the def2-TZVPD basis

## Properties
- Largest force on an atom: 0.122 hartree/bohr
- LUMO (spin up / spin down): -4.80 / -4.80 eV
- Gap between HOMO and LUMO (spin up / spin down): 7.9 / 7.9 eV
- Structure (SMILES): C=C=N/C=[N+]1/NC=NN1
- Energy relative to the best compared isomer or geometry (same formula, charge and spin): 118.9 kcal per mole
- Total charge: +1

Positions of all 15 atoms, in Å:
C: 2.953 0.987 -0.045
C: 2.164 0.022 -0.102
N: 1.588 -1.091 -0.106
C: 0.263 -1.479 0.046
N: -0.686 -0.567 0.021
N: -1.984 -0.821 -0.225
C: -2.709 0.322 -0.105
N: -1.878 1.291 0.039
N: -0.623 0.830 0.086
H: 3.726 1.354 0.778
H: 3.195 1.652 -0.862
H: 0.013 -2.572 0.288
H: -2.363 -1.764 0.000
H: -3.814 0.456 -0.159
H: 0.155 1.379 0.346

C38H86F3NO13S10 | the ωB97M-V functional and the def2-TZVPD basis

## Properties
- Largest force on an atom: 0.045 hartree/bohr
- LUMO: -0.26 eV
- Gap between HOMO and LUMO: 7.2 eV
- Energy relative to the best compared isomer or geometry (same formula, charge and spin): 0.0 kcal per mole

Positions of all 151 atoms, in Å:
C: 2.887 0.605 5.998
C: 1.534 0.954 5.363
O: 1.282 0.246 4.154
C: 1.232 1.040 2.986
C: -0.033 1.958 3.021
C: -0.713 2.105 1.651
C: -1.868 1.077 1.514
C: -3.170 1.523 2.199
N: -3.400 0.774 3.452
C: -3.433 -0.564 3.599
C: -3.629 -0.835 4.933
C: -3.722 0.426 5.573
C: -3.571 1.413 4.639
C: 2.557 1.814 2.811
C: 2.950 2.120 1.340
C: 2.793 3.555 0.924
F: 3.842 4.098 0.221
C: 1.694 4.351 1.109
F: 0.949 4.699 0.063
F: 1.328 4.851 2.270
O: 0.997 0.126 1.891
C: 0.908 -1.214 2.223
O: -0.169 -1.719 2.450
C: 2.153 -2.109 2.227
C: 3.472 -1.372 2.506
H: 2.952 -0.461 6.231
H: 2.891 1.124 6.968
H: 3.742 0.985 5.434
H: 1.403 2.039 5.304
H: 0.783 0.602 6.085
H: 0.304 2.942 3.370
H: -0.699 1.545 3.787
H: -0.038 2.052 0.793
H: -1.188 3.098 1.624
H: -2.082 0.923 0.450
H: -1.488 0.134 1.915
H: -3.151 2.582 2.477
H: -4.021 1.365 1.534
H: -3.291 -1.246 2.774
H: -3.674 -1.811 5.392
H: -3.863 0.548 6.640
H: -3.583 2.478 4.800
H: 3.381 1.285 3.286
H: 2.445 2.763 3.345
H: 2.450 1.493 0.594
H: 4.024 1.905 1.247
H: 2.247 -2.510 1.205
H: 1.999 -2.974 2.875
H: 4.298 -2.087 2.428
H: 3.647 -0.633 1.725
H: 3.513 -0.954 3.513
C: -0.494 5.910 -2.207
S: -0.945 6.989 -3.575
O: -2.426 6.978 -3.680
C: -0.309 5.916 -4.876
H: -0.835 6.367 -1.282
H: -0.971 4.936 -2.328
H: 0.589 5.796 -2.174
H: -0.799 4.942 -4.829
H: 0.770 5.802 -4.759
H: -0.521 6.384 -5.835
C: -6.905 -1.248 1.060
S: -5.180 -1.293 0.557
O: -4.878 0.005 -0.117
C: -5.386 -2.529 -0.730
H: -7.010 -0.501 1.845
H: -7.531 -0.976 0.209
H: -7.193 -2.225 1.447
H: -6.108 -2.179 -1.470
H: -5.727 -3.463 -0.283
H: -4.422 -2.689 -1.214
C: -1.714 -0.263 -2.970
S: -3.023 -1.317 -3.606
O: -2.845 -2.666 -2.990
C: -2.402 -1.412 -5.288
H: -1.892 -0.107 -1.907
H: -0.747 -0.747 -3.114
H: -1.739 0.697 -3.488
H: -1.391 -1.823 -5.286
H: -2.405 -0.418 -5.734
H: -3.058 -2.062 -5.862
C: -2.230 -2.687 -10.379
S: -3.790 -2.541 -9.497
O: -3.589 -1.556 -8.400
C: -3.742 -4.177 -8.754
H: -2.039 -1.745 -10.889
H: -1.424 -2.891 -9.674
H: -2.302 -3.490 -11.114
H: -2.842 -4.288 -8.154
H: -3.765 -4.933 -9.539
H: -4.616 -4.290 -8.117
C: 5.871 6.542 0.679
S: 7.556 7.106 0.952
O: 7.522 8.065 2.084
C: 7.680 8.069 -0.563
H: 5.567 5.944 1.536
H: 5.207 7.401 0.579
H: 5.833 5.927 -0.221
H: 6.897 8.828 -0.582
H: 7.586 7.406 -1.423
H: 8.655 8.551 -0.580
C: -1.959 -6.003 3.053
S: -2.223 -4.589 1.970
O: -3.667 -4.244 2.039
C: -1.961 -5.481 0.430
H: -2.116 -5.675 4.080
H: -2.669 -6.795 2.810
H: -0.936 -6.362 2.939
H: -2.670 -6.307 0.354
H: -0.938 -5.857 0.397
H: -2.119 -4.787 -0.394
C: 6.300 -2.395 -2.179
S: 4.730 -2.332 -1.303
O: 4.967 -1.612 -0.024
C: 4.655 -4.087 -0.919
H: 6.561 -1.382 -2.478
H: 7.073 -2.794 -1.523
H: 6.196 -3.020 -3.067
H: 5.534 -4.378 -0.344
H: 4.603 -4.660 -1.846
H: 3.757 -4.268 -0.330
C: 1.019 -3.765 6.816
S: 1.888 -3.114 8.250
O: 3.218 -2.642 7.784
C: 2.139 -4.699 9.063
H: 0.799 -2.935 6.146
H: 1.649 -4.492 6.301
H: 0.086 -4.230 7.136
H: 2.697 -5.367 8.406
H: 1.172 -5.135 9.313
H: 2.706 -4.527 9.975
C: -5.382 -7.796 -7.671
S: -4.537 -6.880 -6.372
O: -3.253 -6.388 -6.940
C: -4.154 -8.307 -5.349
H: -5.676 -7.091 -8.446
H: -4.710 -8.544 -8.093
H: -6.270 -8.274 -7.259
H: -3.561 -9.022 -5.919
H: -5.082 -8.770 -5.010
H: -3.585 -7.963 -4.488
C: 3.101 7.771 -1.510
S: 1.552 8.242 -0.724
O: 0.843 9.153 -1.654
C: 2.292 9.257 0.564
H: 2.869 7.155 -2.377
H: 3.640 8.664 -1.830
H: 3.705 7.196 -0.807
H: 2.882 10.055 0.112
H: 2.922 8.635 1.201
H: 1.490 9.688 1.159